1.
A 10-piece molecular cluster, C46H118N6O15 overall in a non-equilibrium geometry, computed with ωB97M-V/def2-TZVPD.

Each line ends with the Löwdin charge.
Element x y z (Å)
C -7.48269 5.67221 2.45060  -0.10
O -8.57688 5.66929 3.36639  -0.17
C -9.65969 4.96262 2.83215  -0.21
C -10.92999 4.98400 3.72508  -0.43
C -10.72156 4.37544 5.15120  -0.03
N -11.93975 4.24632 3.05640  0.03
H -6.96062 4.71556 2.43166  0.07
H -6.76230 6.43909 2.73525  0.09
H -7.82344 5.91788 1.44480  0.08
H -9.88413 5.47170 1.89483  0.11
H -9.42679 3.92331 2.60044  0.11
H -11.38631 5.97350 3.69766  0.13
H -11.61543 4.68109 5.69495  0.07
H -9.87827 4.82468 5.67574  0.07
H -10.54748 3.30144 5.08535  0.07
H -11.75038 3.26972 3.23101  0.07
H -12.77161 4.45434 3.59009  0.07
C -11.58679 -1.12579 -4.48940  -0.09
O -11.96008 -0.42409 -3.30691  -0.25
C -11.48927 0.95469 -3.20973  -0.16
C -11.44039 1.26403 -1.64459  -0.19
N -12.71306 1.82206 -1.23772  -0.05
C -12.80440 2.02651 0.21648  -0.18
C -14.25545 2.46176 0.66026  -0.19
O -14.98346 1.24901 0.73495  -0.21
C -16.36261 1.50227 0.88097  -0.12
H -12.30930 -1.93123 -4.62105  0.07
H -10.54137 -1.40413 -4.35626  0.09
H -11.49536 -0.53239 -5.39914  0.08
H -12.09435 1.65025 -3.79126  0.12
H -10.55205 0.94539 -3.76619  0.10
H -10.55122 1.83083 -1.36853  0.11
H -11.29709 0.21538 -1.38401  0.11
H -13.39219 1.10320 -1.44294  0.11
H -12.19963 2.85698 0.58071  0.09
H -12.41312 1.14871 0.73074  0.11
H -14.58496 3.19101 -0.07982  0.12
H -14.40457 2.81322 1.68121  0.10
H -16.66693 1.51529 -0.16561  0.09
H -16.56957 2.40325 1.45847  0.08
H -16.90085 0.59593 1.15838  0.09
C -21.45225 -2.09722 -8.28890  -0.08
O -20.79387 -0.93360 -8.86596  -0.19
C -19.86900 -1.16748 -9.91540  -0.23
C -18.64446 -2.03844 -9.68311  -0.19
N -17.52100 -1.40960 -8.96897  -0.05
C -16.86422 -0.37865 -9.73223  -0.24
C -15.71616 0.00320 -8.83520  -0.21
O -14.82964 -1.12525 -8.63456  -0.20
C -13.68372 -0.85528 -7.81824  -0.10
H -21.94748 -1.65662 -7.42362  0.09
H -20.86002 -2.98588 -8.07062  0.07
H -22.14957 -2.46642 -9.04092  0.08
H -19.47779 -0.20768 -10.25282  0.11
H -20.44571 -1.44280 -10.79841  0.12
H -18.26865 -2.11476 -10.70342  0.10
H -18.83751 -3.06031 -9.35659  0.11
H -16.68627 -1.96172 -8.83293  0.09
H -17.49270 0.47547 -9.98445  0.12
H -16.41237 -0.72671 -10.66109  0.12
H -16.04909 0.37297 -7.86540  0.13
H -15.15947 0.81880 -9.29671  0.12
H -13.84918 -0.62016 -6.76684  0.07
H -12.93621 -0.22687 -8.30243  0.09
H -13.12860 -1.79322 -7.83289  0.05
C -12.18719 -7.72486 -2.93591  -0.06
O -12.44274 -6.86533 -4.10975  -0.22
C -11.93187 -7.24579 -5.36990  -0.23
C -12.61412 -6.53278 -6.55257  -0.24
N -12.75791 -5.12888 -6.43293  -0.06
C -11.45453 -4.43881 -6.43667  -0.15
C -10.49745 -4.84861 -7.67463  -0.19
O -10.30904 -3.77108 -8.56290  -0.21
C -11.52789 -3.54893 -9.28988  -0.09
H -12.67536 -8.69625 -3.01463  0.08
H -12.37400 -7.16080 -2.02211  0.08
H -11.11029 -7.88955 -2.90029  0.08
H -12.13426 -8.31509 -5.43091  0.11
H -10.84299 -7.19780 -5.35755  0.11
H -13.64112 -6.89688 -6.58100  0.12
H -12.24372 -6.89676 -7.51091  0.11
H -13.33066 -5.07664 -5.60267  0.10
H -10.98706 -4.50539 -5.45425  0.11
H -11.56836 -3.36420 -6.57933  0.08
H -10.77854 -5.78177 -8.16280  0.10
H -9.50315 -5.09466 -7.30189  0.12
H -11.51619 -2.62033 -9.86057  0.09
H -12.44168 -3.48618 -8.69900  0.06
H -11.52057 -4.35930 -10.01881  0.09
C -8.52171 -0.99306 -7.27102  -0.07
O -7.50249 -1.01123 -6.20423  -0.18
C -6.67883 0.12224 -6.10916  -0.22
C -7.37544 1.44349 -5.71304  -0.23
N -8.25267 1.97053 -6.73262  -0.06
C -7.53401 2.33028 -7.96224  -0.17
C -6.76353 3.66005 -7.76668  -0.24
O -7.70624 4.66832 -7.78183  -0.17
C -7.24672 5.83325 -7.26873  -0.16
H -8.10477 -0.70354 -8.23561  0.08
H -9.41317 -0.38090 -7.13442  0.07
H -8.70386 -2.03906 -7.51759  0.07
H -6.12586 0.20625 -7.04472  0.11
H -6.14263 -0.12064 -5.19177  0.12
H -6.80476 2.20405 -5.18016  0.10
H -7.93802 1.24504 -4.80078  0.10
H -8.59697 2.82755 -6.32388  0.10
H -8.35983 2.58266 -8.62739  0.12
H -6.86356 1.56189 -8.34718  0.10
H -6.04387 3.87680 -8.55612  0.12
H -6.14379 3.57738 -6.87383  0.11
H -7.94584 6.61175 -7.57412  0.10
H -6.29612 6.21296 -7.64326  0.09
H -7.05275 5.78207 -6.19735  0.09
C -15.78215 3.48157 6.87491  -0.05
O -15.51365 2.52119 5.81529  -0.21
C -16.07716 2.75462 4.56864  -0.24
C -17.02303 1.57346 4.27681  -0.18
N -18.14644 1.21904 5.23242  -0.02
C -19.03713 2.36110 5.36141  -0.25
C -20.01873 2.19018 6.47433  -0.20
O -19.28927 2.19471 7.69669  -0.23
C -19.88740 2.17381 8.95001  -0.11
H -15.34203 4.42263 6.54506  0.09
H -15.44652 3.05742 7.82124  0.09
H -16.86885 3.50007 6.95751  0.06
H -15.28342 2.68625 3.82472  0.10
H -16.65662 3.67634 4.51624  0.12
H -16.49208 0.63459 4.11962  0.11
H -17.31871 1.54620 3.22803  0.07
H -17.88907 1.18895 6.20861  0.09
H -19.48980 2.28958 4.37244  0.12
H -18.61323 3.36239 5.43771  0.11
H -20.63119 1.29084 6.53885  0.13
H -20.66542 3.06672 6.43465  0.12
H -20.10411 1.14110 9.22322  0.09
H -20.77527 2.80604 8.95800  0.09
H -19.16954 2.53413 9.68687  0.09
C -15.33669 -2.34443 -4.92100  -0.03
C -15.60041 -1.47496 -3.66639  -0.52
C -15.15366 -2.07471 -2.39882  -0.06
O -15.05392 -0.21796 -3.82596  -0.04
H -14.27911 -2.57927 -5.04129  0.05
H -15.67780 -1.89713 -5.85464  0.07
H -15.87299 -3.28599 -4.80289  0.08
H -16.66041 -1.22689 -3.61197  0.14
H -15.57040 -3.05184 -2.15459  0.08
H -15.31592 -1.40371 -1.55530  0.08
H -14.09955 -2.35014 -2.36602  0.08
H -14.13923 -0.24015 -3.53537  0.05
C -12.45940 8.60291 1.62776  -0.05
C -12.60511 7.44344 0.64892  -0.51
C -13.99587 6.79216 0.60064  -0.05
O -12.29517 7.96952 -0.61122  -0.05
H -12.72407 8.31093 2.64402  0.07
H -13.16406 9.38406 1.34253  0.08
H -11.42351 8.93999 1.66549  0.08
H -11.92400 6.64030 0.93024  0.11
H -13.91689 5.85860 0.04356  0.06
H -14.71182 7.49125 0.16843  0.08
H -14.38671 6.60306 1.60043  0.07
H -12.30141 7.32845 -1.32578  0.04
C -12.07779 6.72438 -4.03877  -0.03
C -12.04060 5.25666 -3.53025  -0.45
C -10.71890 4.77954 -3.06560  -0.06
O -12.90317 5.09307 -2.35970  -0.07
H -13.08976 6.92415 -4.39107  0.08
H -11.33388 6.88572 -4.81894  0.08
H -11.99037 7.39441 -3.18349  0.06
H -12.46691 4.73935 -4.38976  0.13
H -10.73432 3.70850 -2.86382  0.06
H -10.19536 5.42066 -2.35639  0.10
H -9.94659 4.84297 -3.83216  0.07
H -12.73699 4.19152 -2.07478  0.04
C -7.09388 1.39683 3.09217  -0.08
C -8.31450 0.61076 3.39375  -0.48
C -9.10401 0.35731 2.08221  -0.05
O -7.79456 -0.64182 3.85205  -0.06
H -6.67143 1.83758 3.99515  0.08
H -7.40052 2.19252 2.41323  0.06
H -6.18440 0.92148 2.72477  0.09
H -8.94541 1.06907 4.15533  0.13
H -9.72191 1.24237 1.93067  0.06
H -9.81677 -0.46558 2.13630  0.08
H -8.40770 0.07790 1.29152  0.09
H -8.28870 -1.29423 3.35026  0.07

Calculated values
Multiplicity ... 1
SMILES ... COC[C@H](C)N.COCCNCCOC.COCCNCCOC.COCCNCCOC.COCCNCCOC.COCCNCCOC.CC(C)O.CC(C)O.CC(C)O.CC(C)O
E_HOMO ... -8.635 eV
Gap between HOMO and LUMO ... 0.33147 Ha
LUMO ... 0.38 eV

=====

2.
A 11-piece molecular cluster, C46H121N7O20 overall in a non-equilibrium geometry, computed with ωB97M-V/def2-TZVPD.

Each line ends with the Löwdin charge.
Element x y z (Å)
C 0.13701 1.75474 -2.67538  -0.09
O 0.94593 1.06195 -1.68005  -0.18
C 1.30043 1.95776 -0.63665  -0.21
C 2.17688 1.14051 0.34584  -0.45
C 1.45088 -0.07261 0.90004  -0.06
N 2.53473 2.02061 1.41267  0.02
H -0.34457 1.06303 -3.36655  0.08
H 0.79467 2.36452 -3.29486  0.08
H -0.69882 2.38976 -2.38172  0.08
H 1.86062 2.81435 -1.01152  0.12
H 0.42989 2.34139 -0.10458  0.12
H 3.12534 0.88445 -0.12636  0.14
H 2.08655 -0.59034 1.61835  0.07
H 1.09281 -0.81013 0.18174  0.07
H 0.57539 0.30427 1.42879  0.08
H 1.79216 2.59442 1.78607  0.07
H 2.76828 1.40750 2.18055  0.06
C -4.66375 -5.03256 6.41580  -0.11
O -4.35027 -4.92383 5.05712  -0.20
C -5.46693 -4.85539 4.21897  -0.24
C -5.00361 -4.57014 2.80762  -0.42
C -4.28910 -3.25122 2.68872  -0.07
N -6.12917 -4.57777 1.83631  0.03
H -5.14024 -4.07176 6.61054  0.09
H -3.76654 -5.18653 7.01530  0.09
H -5.33105 -5.85929 6.65935  0.08
H -5.93922 -5.82888 4.35073  0.12
H -6.13806 -4.10623 4.63902  0.12
H -4.34405 -5.40075 2.55628  0.14
H -4.27776 -2.88441 1.66236  0.08
H -3.22521 -3.34310 2.90735  0.08
H -4.66562 -2.50087 3.38392  0.08
H -6.48364 -5.51633 1.71985  0.06
H -6.95636 -4.18360 2.26113  0.06
C 3.97059 6.57292 10.15063  -0.10
O 4.40133 7.15948 8.90015  -0.20
C 4.03913 6.29881 7.77171  -0.21
C 4.36488 7.06943 6.53453  -0.23
N 3.34694 8.12436 6.38803  -0.06
C 3.86358 9.24402 5.66308  -0.20
C 4.87253 10.17906 6.46801  -0.18
O 4.18400 11.05140 7.40371  -0.20
C 5.03475 12.03077 7.95718  -0.13
H 4.48371 5.67236 10.48794  0.08
H 2.89842 6.37770 10.17170  0.08
H 4.20247 7.32089 10.90883  0.08
H 2.96636 6.10646 7.75606  0.12
H 4.70535 5.43615 7.77997  0.12
H 4.38738 6.41083 5.66630  0.12
H 5.38559 7.43924 6.63211  0.11
H 3.17249 8.39250 7.34603  0.10
H 3.04794 9.83867 5.25172  0.11
H 4.36761 8.92219 4.75177  0.11
H 5.47338 10.80917 5.81225  0.11
H 5.70328 9.60912 6.88410  0.10
H 4.50886 12.57225 8.74352  0.09
H 5.26856 12.75574 7.17752  0.08
H 5.97586 11.60622 8.30668  0.08
C 1.95049 5.64519 -7.93820  -0.14
O 0.64575 5.97288 -7.54526  -0.21
C 0.11588 7.06254 -8.32263  -0.18
C 0.64761 8.47005 -7.87709  -0.19
N -0.01988 8.90147 -6.64365  -0.07
C 0.42321 8.17984 -5.42909  -0.20
C 0.40472 9.07471 -4.17232  -0.23
O 1.41698 10.03631 -4.35965  -0.19
C 1.54157 10.85441 -3.23105  -0.12
H 2.63195 6.32435 -7.42590  0.08
H 2.16342 5.64125 -9.00719  0.08
H 2.17042 4.62699 -7.61726  0.09
H -0.95618 6.93337 -8.17391  0.12
H 0.32066 6.79636 -9.35959  0.11
H 0.36307 9.21486 -8.62032  0.11
H 1.71499 8.64649 -7.74415  0.11
H 0.26799 9.86698 -6.57271  0.09
H 1.42829 7.75824 -5.44104  0.11
H -0.32144 7.38610 -5.36924  0.11
H 0.53688 8.41311 -3.31621  0.12
H -0.57982 9.53471 -4.08759  0.12
H 0.66291 11.49889 -3.20438  0.09
H 2.33773 11.53973 -3.52185  0.09
H 1.76888 10.40646 -2.26370  0.09
C -8.08690 0.82524 -6.78377  -0.08
O -8.71887 1.33111 -5.57424  -0.18
C -10.06285 1.73599 -5.61931  -0.22
C -11.04553 0.54648 -5.71524  -0.22
N -12.39140 1.05640 -5.84748  -0.11
C -13.47930 0.06184 -5.98565  -0.16
C -13.42565 -0.74800 -7.27924  -0.24
O -12.73085 -1.96552 -7.19718  -0.20
C -12.34854 -2.59056 -8.42941  -0.09
H -8.09852 1.56340 -7.58570  0.08
H -8.54014 -0.06404 -7.22178  0.07
H -7.02774 0.59157 -6.67565  0.08
H -10.27731 2.45595 -6.40910  0.12
H -10.27365 2.22728 -4.66942  0.12
H -11.02748 -0.02736 -4.78869  0.12
H -10.74849 -0.09917 -6.54168  0.11
H -12.47612 1.62879 -5.01965  0.10
H -14.43788 0.55548 -5.82589  0.12
H -13.17637 -0.48480 -5.09261  0.11
H -13.04612 -0.11242 -8.07929  0.12
H -14.41923 -1.01370 -7.64023  0.12
H -13.15479 -2.87666 -9.10485  0.08
H -11.80256 -3.50074 -8.18130  0.09
H -11.77824 -1.86717 -9.01212  0.08
C 2.55543 -3.09960 -5.14949  -0.07
O 2.30034 -4.57354 -5.12126  -0.21
C 1.42885 -5.01905 -4.08900  -0.20
C 0.00269 -4.35874 -4.15409  -0.18
N -0.83775 -4.96623 -5.23241  -0.06
C -0.56482 -4.33335 -6.54792  -0.21
C -1.46370 -4.93932 -7.64935  -0.21
O -2.87627 -4.71792 -7.40877  -0.20
C -3.66327 -5.34214 -8.43653  -0.11
H 3.28752 -2.79414 -5.89704  0.08
H 2.98946 -2.63103 -4.26624  0.08
H 1.64104 -2.54635 -5.36374  0.06
H 1.92821 -4.75208 -3.15762  0.11
H 1.38411 -6.10800 -4.07163  0.12
H -0.04800 -3.27963 -4.29916  0.10
H -0.61410 -4.62002 -3.29421  0.11
H -1.75608 -4.69480 -4.91134  0.09
H 0.42303 -4.63018 -6.90022  0.11
H -0.55573 -3.24353 -6.56537  0.11
H -1.17059 -5.98080 -7.78167  0.12
H -1.24708 -4.37105 -8.55393  0.11
H -4.71618 -5.25124 -8.16969  0.08
H -3.40168 -6.39803 -8.50538  0.08
H -3.59059 -4.85767 -9.41024  0.08
C 4.40257 -11.19438 -1.58504  -0.11
O 5.71190 -10.88342 -1.10401  -0.20
C 5.90936 -10.90094 0.33117  -0.18
C 5.05855 -9.80262 0.99491  -0.23
N 5.41927 -8.44586 0.64595  -0.07
C 6.60814 -7.92100 1.30988  -0.19
C 6.79663 -6.37810 1.11548  -0.21
O 7.40535 -6.11877 -0.13976  -0.23
C 7.36069 -4.76036 -0.56277  -0.08
H 3.76296 -10.31444 -1.51653  0.08
H 3.92033 -12.04561 -1.10446  0.09
H 4.53414 -11.46137 -2.63360  0.09
H 6.94622 -10.67478 0.57992  0.11
H 5.76703 -11.90540 0.72982  0.11
H 5.01962 -9.91421 2.07848  0.11
H 3.99816 -9.92597 0.77477  0.10
H 5.54627 -8.28865 -0.34361  0.11
H 7.51330 -8.45950 1.02916  0.11
H 6.45633 -8.13109 2.36860  0.11
H 7.55813 -6.04853 1.82230  0.11
H 5.92619 -5.78699 1.40015  0.12
H 8.06049 -4.25601 0.10358  0.09
H 6.32426 -4.48399 -0.36898  0.08
H 7.59958 -4.83357 -1.62374  0.09
O 5.57020 0.56341 5.20642  -0.07
C 6.98795 0.46476 5.12586  -0.25
C 7.46163 0.53399 3.69986  -0.25
O 7.11825 1.74275 3.02194  -0.06
H 5.34336 0.04660 5.98298  0.08
H 7.37401 1.34063 5.64729  0.12
H 7.26135 -0.51479 5.51811  0.12
H 6.92869 -0.25388 3.16758  0.12
H 8.53973 0.38431 3.64166  0.12
H 6.17679 1.72357 2.83515  0.08
O 0.86913 0.08303 6.92779  -0.07
C 0.71231 -0.93109 7.89551  -0.24
C 1.90967 -1.91638 7.92507  -0.26
O 2.90029 -1.30868 8.69370  -0.07
H 1.78691 0.35052 6.83990  0.08
H 0.60230 -0.39859 8.84019  0.11
H -0.17450 -1.53563 7.70529  0.11
H 2.24929 -2.17862 6.92308  0.12
H 1.56879 -2.86826 8.33229  0.11
H 2.75841 -1.53814 9.61503  0.09
O -2.53746 2.96650 4.49775  -0.08
C -2.50384 4.11367 3.58989  -0.21
C -1.62290 5.25593 4.10160  -0.26
O -0.29946 4.77973 4.16009  -0.07
H -1.64869 2.62623 4.62386  0.07
H -2.16524 3.78707 2.60664  0.11
H -3.52388 4.49386 3.53457  0.12
H -1.90638 5.53974 5.11510  0.12
H -1.70765 6.16028 3.49906  0.11
H 0.26740 5.45375 4.54214  0.09
O 1.70050 -6.69113 3.27003  -0.05
C 1.39873 -7.36737 4.43947  -0.29
C 0.32149 -8.32765 4.14061  -0.25
O 0.07462 -9.14872 5.29692  -0.07
H 2.25929 -7.19948 2.67764  0.09
H 2.28434 -7.89873 4.78798  0.12
H 1.06751 -6.65514 5.19520  0.13
H 0.54866 -8.91488 3.25086  0.12
H -0.59928 -7.78440 3.92816  0.12
H 0.06321 -10.08276 5.07553  0.08

Calculated values
Relative energy (zero: lowest compared OMol25 entry of this formula, charge and spin) ... 254.3 kJ/mol
Multiplicity ... 1
SMILES ... COC[C@H](C)N.COC[C@H](C)N.COCCNCCOC.COCCNCCOC.COCCNCCOC.COCCNCCOC.COCCNCCOC.OCCO.OCCO.OCCO.OCCO
E_HOMO ... -8.467 eV
Gap between HOMO and LUMO ... 0.32029 Ha
LUMO ... 0.25 eV

=====

multiplicity of number 1 (C46H118N6O15)? 1